No. 1
The following is a DFT calculation (wB97M-V/def2-TZVPD) of a cluster of 15 separate species, C99H219N9O15 in total.

```
342
C99H219N9O15 (wB97M-V/def2-TZVPD)
C -1.1826 -0.5209 6.2379
C -2.2166 0.2619 5.5323
C -3.1396 -0.6205 4.6553
O -2.9704 0.9814 6.5146
H -0.6424 -1.1244 5.4335
H -1.6145 -1.2297 6.9489
H -0.4970 0.1317 6.7259
H -1.7028 1.0436 4.9212
H -3.3559 -1.4878 5.3239
H -2.6483 -0.8346 3.7427
H -4.0828 -0.1710 4.4469
H -2.9080 0.6315 7.4284
C 3.9817 -2.7623 -3.0193
C 2.6129 -2.0530 -3.0163
C 2.0009 -2.0567 -4.3646
O 1.8048 -2.8518 -2.0835
H 4.7090 -2.3586 -3.7675
H 3.8177 -3.7878 -3.3620
H 4.5550 -2.8244 -2.0625
H 2.6869 -1.0723 -2.5633
H 2.6238 -1.3840 -4.9939
H 0.9524 -1.6984 -4.4349
H 2.0136 -3.0779 -4.7319
H 1.4784 -3.6789 -2.5447
C 4.0042 -4.9556 3.2123
C 4.2128 -3.7112 2.4022
C 3.7489 -3.8620 0.9596
O 3.4012 -2.7584 3.0757
H 4.1914 -4.7692 4.2805
H 4.7367 -5.7448 3.0050
H 2.9381 -5.1896 3.0595
H 5.2596 -3.3525 2.4718
H 2.7023 -4.1996 0.8590
H 4.3822 -4.5975 0.4805
H 3.7787 -2.8805 0.4528
H 3.2343 -2.0358 2.5320
C 1.7250 1.2766 -5.8455
C 1.1459 2.2131 -4.8716
C 1.4112 1.7577 -3.4630
O 1.6732 3.5424 -5.0097
H 1.0707 0.3818 -5.7570
H 2.7570 1.0436 -5.5799
H 1.6467 1.6181 -6.8668
H 0.0719 2.2740 -5.0224
H 0.9397 2.4254 -2.7205
H 2.4997 1.7227 -3.3191
H 0.9163 0.7669 -3.3979
H 2.5111 3.5562 -4.4918
C -2.9610 6.0856 -0.8432
C -2.9919 5.1812 -2.0450
C -1.9878 4.0599 -1.7654
O -4.2697 4.5822 -2.2167
H -3.6356 6.9129 -0.9287
H -2.0441 6.5848 -0.5653
H -3.2643 5.4189 -0.0380
H -2.7644 5.7067 -2.9666
H -2.0879 3.3583 -2.5546
H -2.3044 3.6209 -0.7880
H -1.0237 4.5181 -1.6214
H -4.5138 3.9474 -1.5478
C -6.5595 1.1012 1.6209
C -6.4252 1.6597 0.2237
C -6.8755 3.1275 0.2072
O -5.0851 1.4871 -0.2306
H -5.6338 1.2860 2.1815
H -6.8663 0.0445 1.6067
H -7.4538 1.5034 2.0825
H -7.1074 1.1893 -0.5195
H -7.8609 3.1634 0.7036
H -6.9206 3.6460 -0.7680
H -6.2609 3.6836 0.8867
H -5.0445 1.5741 -1.1880
C 4.9594 0.6849 6.7581
C 4.0666 0.5872 5.5118
C 3.5791 1.9447 5.0045
C 4.5243 2.8454 4.3229
C 5.0201 2.0690 3.1354
C 5.6411 0.7418 3.4239
N 4.7712 0.0115 4.3573
O 5.2392 -1.2715 4.6367
C 5.7135 -0.0148 2.0849
C 7.0654 0.8708 3.9404
C 2.8520 -0.2425 5.8568
H 5.6716 1.5144 6.8206
H 5.4851 -0.2505 6.7913
H 4.2911 0.5785 7.6568
H 2.6777 1.7400 4.3948
H 3.1597 2.3967 5.8895
H 5.3385 3.0168 5.0173
H 4.0417 3.7442 3.9826
H 5.7283 2.6622 2.5662
H 4.2360 1.8961 2.3747
H 6.2284 0.5530 1.3236
H 6.2334 -0.9415 2.2008
H 4.7561 -0.1231 1.6265
H 7.5449 -0.0619 4.1531
H 7.6979 1.3170 3.1818
H 7.0619 1.4912 4.8354
H 3.1177 -1.2871 6.0682
H 2.1697 -0.2485 4.9934
H 2.1902 0.1272 6.6435
H 4.5920 -1.8478 4.1912
C 0.4552 3.7037 5.3191
C -0.6884 4.4858 4.6177
C -0.4354 4.2705 3.1183
C -1.6073 4.7999 2.2873
C -2.8902 4.0786 2.7132
C -3.2702 4.2315 4.1906
N -2.0142 3.8123 4.9495
O -2.2191 3.9194 6.3205
C -3.7896 5.6738 4.4576
C -4.4393 3.2239 4.3991
C -0.5596 5.9877 4.9873
H 1.3957 4.1330 4.9796
H 0.4460 2.6669 4.9359
H 0.3902 3.7517 6.3910
H 0.4838 4.8735 2.9441
H -0.3127 3.2133 2.9575
H -1.3808 4.7251 1.1983
H -1.7758 5.8953 2.4462
H -2.8030 3.0315 2.4254
H -3.6948 4.4475 2.0802
H -4.7291 5.8194 3.9006
H -3.9525 5.7923 5.5452
H -3.0338 6.4085 4.1323
H -5.1717 3.4694 3.6024
H -4.1026 2.1980 4.2307
H -4.9190 3.2924 5.3771
H -0.8347 6.6811 4.1879
H 0.4549 6.1835 5.2496
H -1.1140 6.2502 5.8887
H -2.5122 3.0153 6.6152
C -0.9268 -6.7313 -4.1070
C -0.4343 -5.4260 -3.3071
C -1.2480 -5.3003 -1.9835
C -0.7489 -6.2350 -0.8839
C 0.7440 -6.0382 -0.6702
C 1.5204 -6.3959 -1.9374
N 1.0047 -5.4150 -2.9636
O 1.8837 -5.4421 -4.1733
C 3.0216 -6.0775 -1.6722
C 1.4322 -7.8959 -2.1854
C -0.8974 -4.1379 -4.2031
H -1.9757 -6.5513 -4.3079
H -0.7453 -7.5533 -3.4596
H -0.3024 -6.8829 -4.9814
H -1.3004 -4.2525 -1.6819
H -2.2605 -5.6303 -2.1771
H -0.9379 -7.2443 -1.2114
H -1.4411 -6.0815 -0.0589
H 1.0342 -6.6330 0.2014
H 0.9386 -5.0209 -0.4355
H 3.3629 -6.6139 -0.7835
H 3.6405 -6.3813 -2.4994
H 3.1196 -4.9736 -1.5223
H 0.3884 -8.2633 -2.1016
H 1.7990 -8.2058 -3.1453
H 2.0704 -8.3094 -1.4239
H -0.4459 -3.2187 -3.8583
H -2.0069 -3.9939 -4.1495
H -0.6184 -4.2200 -5.2629
H 1.9406 -6.3432 -4.5580
C 1.9239 5.9624 -2.9553
C 2.6099 6.9648 -1.9877
C 1.5392 7.8332 -1.3664
C 0.7180 7.0442 -0.3701
C 1.6681 6.6613 0.7593
C 2.7892 5.6660 0.3623
N 3.4268 6.2956 -0.8106
O 4.2928 5.3297 -1.5140
C 3.8343 5.6685 1.5476
C 2.1486 4.3121 0.0520
C 3.6205 7.8118 -2.7695
H 1.2838 5.2162 -2.4516
H 2.6756 5.4829 -3.5792
H 1.2759 6.5700 -3.5956
H 2.0265 8.6547 -0.8159
H 0.8947 8.2322 -2.1671
H 0.2927 6.1621 -0.8788
H -0.1411 7.5962 0.0048
H 1.2354 6.3504 1.7114
H 2.1998 7.5240 1.0208
H 4.6973 5.0239 1.3924
H 4.0647 6.6919 1.8298
H 3.2392 5.4027 2.4166
H 1.1981 4.2849 -0.4878
H 2.8026 3.6650 -0.5505
H 2.0174 3.7645 0.9807
H 4.3588 7.2343 -3.2754
H 4.1767 8.5887 -2.1711
H 3.1225 8.3488 -3.5751
H 5.1126 5.2838 -0.9907
C -0.4512 -4.2037 6.9196
C 0.7446 -4.7539 6.1076
C 0.7298 -6.2802 6.2154
C -0.3934 -6.9429 5.3985
C -0.3124 -6.5069 3.9514
C -0.2262 -4.9818 3.7609
N 0.8062 -4.4198 4.6833
O 0.8728 -3.0099 4.5537
C 0.1249 -4.6745 2.2858
C -1.6359 -4.4373 3.9065
C 2.0354 -4.1564 6.8914
H -1.4176 -4.4968 6.4873
H -0.3881 -3.1612 6.6799
H -0.4038 -4.4539 7.9719
H 1.7202 -6.6151 5.8900
H 0.7466 -6.5940 7.2312
H -1.3870 -6.6436 5.7968
H -0.3600 -8.0451 5.5171
H -1.2157 -6.8783 3.4454
H 0.5354 -6.9364 3.4081
H -0.7425 -5.0254 1.6803
H 0.1027 -3.6144 2.0179
H 1.1017 -5.0817 1.9940
H -2.2704 -4.6394 3.0519
H -2.2360 -4.7550 4.7658
H -1.4991 -3.3374 3.9893
H 2.1148 -3.0505 6.6884
H 2.9408 -4.7180 6.6440
H 1.8747 -4.3827 7.9226
H 1.5715 -3.0270 3.8690
C 6.0004 5.3047 -4.9216
C 6.3074 3.7236 -4.8102
C 7.8290 3.5599 -4.7073
C 8.2883 2.1404 -4.3027
C 7.6827 1.8929 -2.9435
C 6.1660 1.9357 -2.9353
N 5.7542 3.2364 -3.4957
O 4.3391 3.3233 -3.4459
C 5.6546 0.6932 -3.7787
C 5.6361 1.7911 -1.5154
C 5.7183 3.0610 -6.1083
H 6.4970 5.7046 -5.8216
H 6.3989 5.8919 -4.0780
H 4.9411 5.6250 -5.0168
H 8.3132 3.9069 -5.6512
H 8.1013 4.2888 -3.8874
H 9.3620 2.1066 -4.2353
H 7.9571 1.3513 -4.9600
H 8.0511 2.5895 -2.2004
H 7.8449 0.8792 -2.6722
H 4.6281 0.8057 -4.1664
H 6.3273 0.4986 -4.6411
H 5.6571 -0.1851 -3.1464
H 4.5354 1.7755 -1.5305
H 5.8926 0.8575 -1.1188
H 5.9056 2.5294 -0.7680
H 6.1073 2.0556 -6.2302
H 5.9268 3.6704 -6.9836
H 4.6579 2.9326 -6.0055
H 4.1360 3.8577 -2.6394
C -3.8137 -0.8921 -4.3105
C -3.6340 0.4206 -5.1235
C -3.8263 0.2316 -6.6417
C -5.3172 -0.0093 -7.0670
C -6.1953 1.0577 -6.5123
C -6.0680 1.2419 -4.9473
N -4.6012 1.5082 -4.7423
O -4.4030 1.7222 -3.3476
C -6.8974 2.5211 -4.5422
C -6.7617 0.1384 -4.2058
C -2.2537 0.9971 -4.8609
H -4.5583 -1.4871 -4.8663
H -4.3437 -0.6952 -3.3580
H -2.9344 -1.5155 -4.2252
H -3.5214 1.1769 -7.1329
H -3.3279 -0.6459 -6.9981
H -5.6248 -0.9886 -6.6877
H -5.3949 -0.1055 -8.1209
H -7.2154 0.7940 -6.7761
H -5.8816 1.9752 -7.0686
H -6.3965 3.4730 -4.7881
H -7.7951 2.4455 -5.1805
H -7.2642 2.5144 -3.4986
H -6.6341 0.0941 -3.1351
H -7.8618 0.3319 -4.3556
H -6.4983 -0.8128 -4.6622
H -2.1602 2.0365 -5.1991
H -1.4528 0.4652 -5.3133
H -2.1038 1.0750 -3.7840
H -4.3857 2.6921 -3.2352
C 2.3772 -0.0730 0.5169
C 0.9003 -0.0277 0.8956
C 0.4266 1.4338 0.7232
C -1.0993 1.6218 0.6533
C -1.5895 0.7623 -0.4910
C -1.2717 -0.7511 -0.2701
N 0.1965 -0.8467 -0.0787
O 0.6038 -2.1887 0.1697
C -2.1148 -1.2546 0.9088
C -1.7756 -1.3826 -1.5380
C 0.7235 -0.4589 2.3396
H 2.7420 -1.0900 0.6295
H 2.9925 0.5830 1.1691
H 2.5482 0.2381 -0.5040
H 0.8540 2.0648 1.4780
H 0.7291 1.7740 -0.2962
H -1.2838 2.6966 0.4883
H -1.5842 1.3997 1.6224
H -1.0594 1.0482 -1.4238
H -2.6639 0.8778 -0.6903
H -3.1988 -1.0878 0.8714
H -1.9554 -2.3194 0.9389
H -1.7077 -0.8338 1.8234
H -1.2857 -1.0141 -2.4095
H -1.6162 -2.4485 -1.4811
H -2.8651 -1.2847 -1.7015
H 1.6746 -0.3008 2.9032
H 0.4497 -1.5076 2.4599
H -0.0571 0.1442 2.7935
H 1.0205 -2.4144 -0.7129
C -4.0947 -5.1059 1.0649
C -5.2279 -4.7385 0.1228
C -5.2090 -3.2336 -0.0677
C -6.0299 -2.6685 -1.2424
C -5.6714 -3.3713 -2.5170
C -5.7620 -4.8768 -2.4325
N -4.9847 -5.3433 -1.2776
O -5.1063 -6.7921 -1.1582
C -7.2936 -5.2643 -2.3987
C -5.1652 -5.4566 -3.7120
C -6.5452 -5.1800 0.7223
H -4.0602 -6.1751 1.1570
H -4.2552 -4.6462 2.0489
H -3.1354 -4.6719 0.7329
H -5.4453 -2.6700 0.8617
H -4.1417 -2.9959 -0.2470
H -5.7766 -1.6354 -1.3363
H -7.0724 -2.7650 -0.9756
H -4.6333 -3.0998 -2.8347
H -6.3529 -3.0096 -3.2850
H -7.4726 -6.2085 -1.8776
H -7.8471 -4.4511 -1.9139
H -7.6724 -5.3159 -3.4526
H -4.1111 -5.1275 -3.8199
H -5.2140 -6.5155 -3.9783
H -5.7313 -4.9064 -4.4417
H -6.5676 -5.0083 1.7583
H -6.5668 -6.2606 0.5810
H -7.4106 -4.7092 0.2457
H -4.1646 -7.0155 -1.2273
```

Results
E_LUMO in eV: 0.38
E_HOMO in eV: -7.81
Electronic energy in a.u.: -5524.459615
Orbital gap in eV: 8.2
Relative energy (zero: lowest compared OMol25 entry of this formula, charge and spin) in eV: 0.000
Largest force on an atom in Eh/bohr: 0.055



No. 2
The following is a DFT calculation (wB97M-V/def2-TZVPD) of a cluster of 4 separate species, H6IO3 in total.

```
10
H6IO3 (wB97M-V/def2-TZVPD)
I 29.3378 10.8544 -12.7682
O 28.8538 7.6766 -14.2686
H 29.0969 7.9722 -15.1373
H 28.8384 8.5135 -13.7357
O 27.0626 10.3718 -10.1828
H 26.7966 9.4948 -10.2735
H 27.8515 10.4189 -10.7571
O 26.4619 9.6900 -14.3157
H 27.3524 9.6860 -13.9901
H 25.9173 9.9966 -13.5670
```

Results
E_LUMO in eV: 3.63
E_HOMO in eV: -4.39
Electronic energy in a.u.: -527.119267
Total charge: -1
Orbital gap in eV: 8.0
Relative energy (zero: lowest compared OMol25 entry of this formula, charge and spin) in eV: 0.336
Largest force on an atom in Eh/bohr: 0.048



No. 3
The following is a DFT calculation (wB97M-V/def2-TZVPD) of a structure of composition C27H41ClN2O6PV.

```
79
C27H41ClN2O6PV (wB97M-V/def2-TZVPD)
V -1.0857 1.9717 -0.6943
O 1.7883 -1.7985 -3.6539
Cl 2.9496 -1.2616 -2.7398
O 4.0984 -0.9895 -3.6897
O 3.3619 -2.2963 -1.7486
O -0.5580 3.2131 -1.6907
C -1.2087 -7.8901 -2.0960
C -0.6398 -6.6499 -2.7619
C 0.3266 -6.9010 -3.7614
C 0.8750 -5.8142 -4.4139
C 0.6880 -4.5260 -3.9725
C -0.3145 -4.1822 -3.0395
N -0.5834 -2.8031 -2.8420
C -1.8163 -2.2711 -3.1789
C -2.6677 -3.0520 -4.0385
C -4.0417 -2.8718 -4.1289
C -4.6384 -1.7289 -3.6262
C -3.8068 -0.7986 -2.9717
C -2.4283 -1.0073 -2.7265
C -1.8795 0.0776 -1.8616
O -2.7009 0.9399 -1.3691
O -0.6466 0.2191 -1.4705
C -1.0873 -5.3158 -2.5077
C -2.3766 -5.1269 -1.7108
H -0.4908 -8.6478 -2.3514
H -2.1570 -8.1990 -2.5325
H -1.3309 -7.8070 -0.9951
H 0.7034 -7.9387 -3.8943
H 1.4870 -5.9764 -5.3103
H 1.3548 -3.7270 -4.3193
H 0.2826 -2.1970 -2.9861
H -2.2142 -3.9434 -4.5457
H -4.6541 -3.6805 -4.5428
H -5.6900 -1.5780 -3.7665
H -4.2525 0.1458 -2.6797
H -3.2262 -4.6866 -2.1904
H -2.2485 -4.5321 -0.8130
H -2.7049 -6.1400 -1.4375
C 3.1668 2.2013 3.4840
C 2.0509 1.6757 2.4413
C 2.8046 1.2919 1.0953
C 1.4637 0.3787 3.0172
P 0.6156 2.8532 2.1767
N -0.4021 2.2845 0.9830
C 1.4149 4.6150 1.6133
C 2.2825 5.3920 2.6795
C 2.2585 4.2318 0.3560
C 0.3471 5.6459 1.1411
C -0.4249 3.1851 3.7659
C -1.4455 2.0278 3.7536
C 0.3642 3.1252 5.1433
C -1.2414 4.4808 3.7147
H 3.8581 1.3442 3.6794
H 2.6928 2.4469 4.4170
H 3.7748 3.0457 3.0761
H 3.1660 0.2267 1.1116
H 3.6448 1.9191 0.9124
H 2.1436 1.3494 0.1910
H 2.2634 -0.3234 3.1027
H 0.7224 -0.0970 2.3867
H 0.9925 0.5065 4.0045
H 3.2636 4.9053 2.7017
H 1.8834 5.3164 3.7045
H 2.3599 6.4490 2.3692
H 3.3082 4.0498 0.5941
H 2.2594 5.1092 -0.2994
H 1.8063 3.4063 -0.2129
H -0.1827 6.1307 2.0021
H -0.3862 5.1853 0.4238
H 0.9200 6.4807 0.6969
H -1.0398 1.0207 3.8866
H -1.9836 2.0075 2.7566
H -2.2454 2.2015 4.4833
H 0.6677 2.0884 5.3656
H -0.3731 3.4100 5.9165
H 1.2192 3.8214 5.2620
H -1.7084 4.6304 2.7565
H -0.6919 5.4100 3.9467
H -2.0567 4.3414 4.4593
```

Results
E_LUMO (spin up / spin down) in eV: 2.23 / -0.20
E_HOMO (spin up / spin down) in eV: -2.33 / -5.84
Electronic energy in a.u.: -3359.702472
Total charge: -1
Orbital gap (spin up / spin down) in eV: 4.6 / 5.6
⟨S²⟩: 3.79
Multiplicity: 4
Relative energy (zero: lowest compared OMol25 entry of this formula, charge and spin) in eV: 1.233
Largest force on an atom in Eh/bohr: 0.087